162
Properties=species:S:1:pos:R:3:lowdin_charge:R:1 method="wB97M-V/def2-TZVPD" multiplicity=1 smiles="CCSCOC(=O)OCCCCCCCCCCOC.CCOC(C)=O.CCOC(C)=O.CCOC(C)=O.CCOC(C)=O.CCOC(C)=O.CCOC(C)=O.CCOC(C)=O.CCOC(C)=O" e_homo_ev=-8.53 gap_ev=8.741 total_energy_ha=-3750.03364
C -8.919 3.825 -6.367 -0.18
C -8.862 3.163 -4.889 -0.54
S -7.208 3.433 -4.054 0.83
C -6.865 1.956 -2.936 -0.45
O -6.301 2.339 -1.662 -0.05
C -4.908 2.154 -1.626 -0.42
O -4.201 2.234 -2.661 0.06
O -4.191 1.917 -0.410 -0.05
C -3.956 0.464 -0.260 -0.14
C -2.420 0.095 -0.024 -0.15
C -2.062 -0.395 1.466 -0.18
C -1.201 0.695 2.309 -0.22
C 0.374 0.422 2.268 -0.21
C 1.254 1.592 2.941 -0.20
C 2.740 1.131 3.330 -0.21
C 3.686 2.357 3.784 -0.22
C 5.018 1.874 4.559 -0.16
C 6.319 1.800 3.597 -0.23
O 7.148 0.657 3.940 -0.24
C 6.898 -0.473 3.066 -0.11
H -9.559 4.784 -6.378 0.07
H -7.875 4.152 -6.727 0.07
H -9.388 3.121 -7.138 0.07
H -9.093 2.054 -5.026 0.08
H -9.730 3.650 -4.307 0.08
H -7.907 1.510 -2.720 0.11
H -6.290 1.145 -3.488 0.10
H -4.679 -0.004 0.491 0.13
H -4.241 0.015 -1.286 0.13
H -2.178 -0.779 -0.736 0.10
H -1.690 0.932 -0.335 0.13
H -1.400 -1.331 1.366 0.09
H -3.009 -0.729 2.034 0.11
H -1.496 1.743 1.964 0.11
H -1.536 0.560 3.395 0.10
H 0.558 -0.539 2.873 0.11
H 0.747 0.268 1.199 0.11
H 0.750 2.004 3.891 0.13
H 1.380 2.450 2.179 0.10
H 2.702 0.413 4.229 0.11
H 3.284 0.603 2.460 0.11
H 3.109 3.013 4.537 0.12
H 4.029 3.011 2.918 0.09
H 5.276 2.613 5.390 0.10
H 4.869 0.839 5.010 0.11
H 6.979 2.724 3.805 0.12
H 6.049 1.859 2.489 0.11
H 6.344 -1.284 3.671 0.10
H 6.257 -0.245 2.154 0.08
H 7.921 -0.848 2.707 0.08
C 5.866 -2.765 -2.313 -0.08
C 5.973 -1.513 -1.467 -0.22
O 6.790 -1.738 -0.307 0.00
C 8.130 -1.636 -0.293 -0.52
C 8.871 -1.564 -1.598 0.02
O 8.730 -1.677 0.758 0.08
H 6.839 -3.076 -2.695 0.08
H 5.201 -2.601 -3.159 0.06
H 5.480 -3.596 -1.716 0.09
H 6.329 -0.650 -2.035 0.12
H 4.981 -1.246 -1.093 0.12
H 9.174 -2.570 -1.895 0.10
H 9.761 -0.947 -1.455 0.08
H 8.304 -1.100 -2.402 0.07
C -3.235 0.663 -5.097 -0.07
C -3.221 -0.848 -4.991 -0.23
O -3.665 -1.457 -6.213 0.00
C -2.869 -1.710 -7.266 -0.53
C -1.505 -1.081 -7.317 0.00
O -3.278 -2.375 -8.191 0.09
H -2.549 1.019 -5.870 0.07
H -2.949 1.118 -4.147 0.06
H -4.231 1.018 -5.371 0.08
H -2.246 -1.239 -4.690 0.11
H -3.929 -1.160 -4.220 0.12
H -1.563 -0.142 -7.870 0.10
H -0.829 -1.763 -7.837 0.09
H -1.065 -0.903 -6.337 0.07
C 3.338 -7.881 -5.019 -0.07
C 4.231 -7.377 -3.904 -0.23
O 5.075 -6.310 -4.361 0.00
C 4.708 -5.017 -4.399 -0.52
C 3.256 -4.665 -4.235 0.02
O 5.529 -4.160 -4.638 0.07
H 2.662 -7.102 -5.377 0.07
H 2.739 -8.728 -4.679 0.08
H 3.939 -8.195 -5.876 0.09
H 3.668 -7.078 -3.016 0.11
H 4.900 -8.181 -3.589 0.12
H 2.790 -4.597 -5.220 0.10
H 3.189 -3.696 -3.737 0.09
H 2.701 -5.366 -3.615 0.07
C -6.429 0.706 5.323 -0.07
C -5.564 1.837 5.841 -0.23
O -4.220 1.723 5.351 0.00
C -3.807 2.196 4.161 -0.50
C -4.834 2.614 3.147 0.03
O -2.627 2.210 3.889 0.05
H -6.508 0.724 4.236 0.04
H -7.435 0.767 5.743 0.08
H -5.993 -0.260 5.592 0.09
H -5.981 2.822 5.616 0.11
H -5.499 1.772 6.929 0.12
H -5.051 1.772 2.487 0.09
H -4.423 3.436 2.557 0.09
H -5.759 2.985 3.583 0.07
C -1.398 -6.367 2.601 -0.07
C -1.446 -4.865 2.791 -0.23
O -1.283 -4.181 1.540 0.00
C -2.285 -3.917 0.684 -0.53
C -3.607 -4.606 0.872 0.01
O -2.094 -3.192 -0.266 0.08
H -2.212 -6.719 1.964 0.07
H -1.468 -6.879 3.563 0.08
H -0.466 -6.660 2.113 0.08
H -2.353 -4.534 3.303 0.12
H -0.608 -4.555 3.419 0.13
H -3.627 -5.515 0.268 0.10
H -4.398 -3.934 0.537 0.09
H -3.832 -4.850 1.909 0.07
C 11.789 1.765 0.343 -0.06
C 12.562 0.485 0.099 -0.23
O 12.990 0.396 -1.269 -0.01
C 14.117 0.950 -1.748 -0.53
C 14.847 1.960 -0.909 0.00
O 14.492 0.690 -2.869 0.10
H 12.407 2.648 0.168 0.07
H 11.419 1.801 1.370 0.09
H 10.939 1.833 -0.340 0.08
H 13.405 0.365 0.783 0.11
H 11.903 -0.369 0.271 0.12
H 14.506 2.962 -1.176 0.10
H 15.915 1.877 -1.118 0.09
H 14.733 1.808 0.163 0.07
C -1.344 5.637 0.278 -0.06
C -0.519 6.468 1.241 -0.23
O 0.467 5.662 1.902 0.00
C 1.681 5.382 1.396 -0.52
C 1.952 5.670 -0.054 0.01
O 2.512 4.837 2.085 0.09
H -0.728 5.212 -0.517 0.07
H -2.128 6.244 -0.180 0.08
H -1.809 4.797 0.801 0.08
H -0.060 7.335 0.761 0.11
H -1.170 6.859 2.026 0.12
H 1.745 4.774 -0.642 0.10
H 3.005 5.936 -0.163 0.09
H 1.382 6.508 -0.451 0.07
C -12.162 -1.105 4.279 -0.07
C -11.294 0.026 4.792 -0.23
O -9.951 -0.090 4.298 0.00
C -9.537 0.380 3.108 -0.52
C -10.562 0.800 2.093 0.01
O -8.358 0.392 2.838 0.09
H -12.245 -1.088 3.190 0.07
H -13.167 -1.042 4.702 0.08
H -11.727 -2.071 4.548 0.09
H -11.711 1.011 4.567 0.12
H -11.226 -0.039 5.880 0.12
H -10.780 -0.043 1.434 0.10
H -10.149 1.620 1.503 0.09
H -11.487 1.173 2.528 0.07


90
Properties=species:S:1:pos:R:3:lowdin_spin:R:1 method="wB97M-V/def2-TZVPD" multiplicity=3 total_charge=-1 e_homo_ev="-4.26 / -4.43" gap_ev="6.659 / 6.816" total_energy_ha=-2445.12393
C 6.377 1.922 0.754 0.00
C 5.250 1.257 -0.042 0.00
C 4.035 0.809 0.757 0.00
O 2.961 1.715 0.645 0.01
P 2.672 2.790 1.971 0.00
C 1.820 1.275 2.861 0.00
I 2.183 1.346 4.974 0.00
C 0.369 1.190 2.522 0.00
C -0.532 2.212 3.193 0.00
I -0.421 -0.857 2.875 0.00
O 1.220 3.236 1.168 0.00
C 1.155 4.608 0.904 0.00
C 2.577 5.189 0.949 0.00
O 3.449 4.142 1.153 0.00
H 6.244 1.737 1.817 0.00
H 6.392 2.999 0.618 0.00
H 7.350 1.519 0.483 0.00
H 5.658 0.375 -0.540 0.00
H 4.894 1.920 -0.826 0.00
H 3.697 -0.159 0.394 0.00
H 4.331 0.664 1.802 0.00
H 2.358 3.652 3.082 0.00
H 3.924 2.457 2.560 0.00
H 2.315 0.357 2.593 0.00
H 0.276 1.239 1.447 0.00
H -1.327 1.760 3.772 0.00
H 0.057 2.877 3.815 0.00
H -1.001 2.823 2.426 0.00
H 0.721 4.741 -0.091 0.00
H 0.492 5.122 1.608 0.00
H 2.647 5.946 1.747 0.00
H 2.791 5.718 0.014 0.00
C -5.745 -5.322 0.133 0.00
C -4.885 -4.655 1.224 0.03
C -5.455 -3.284 1.597 0.02
C -5.227 -2.220 0.527 0.00
C -3.751 -2.127 0.143 0.02
C -3.142 -3.463 -0.270 0.03
N -3.455 -4.501 0.785 0.38
O -2.648 -4.426 1.777 0.53
C -3.659 -3.865 -1.657 0.00
C -1.634 -3.315 -0.338 0.00
C -4.894 -5.566 2.442 0.00
H -5.149 -6.007 -0.469 0.00
H -6.542 -5.899 0.603 0.00
H -6.220 -4.605 -0.535 0.00
H -4.993 -2.954 2.533 0.00
H -6.523 -3.408 1.794 0.00
H -5.840 -2.434 -0.354 0.00
H -5.562 -1.250 0.900 0.00
H -3.618 -1.429 -0.688 0.00
H -3.161 -1.701 0.958 0.00
H -3.327 -4.872 -1.915 0.00
H -3.242 -3.174 -2.390 0.00
H -4.740 -3.824 -1.755 0.00
H -1.223 -2.970 0.606 0.00
H -1.386 -2.571 -1.097 0.00
H -1.155 -4.261 -0.597 0.00
H -4.437 -6.529 2.211 0.00
H -5.931 -5.732 2.736 0.00
H -4.360 -5.126 3.278 0.00
C -0.039 2.305 -3.490 0.00
C -0.038 1.316 -2.309 0.03
C 0.229 2.043 -0.986 0.01
C 1.676 2.494 -0.799 0.00
C 2.632 1.327 -1.014 0.02
C 2.442 0.605 -2.348 0.03
N 0.992 0.228 -2.490 0.39
O 0.699 -0.816 -1.804 0.49
C 2.926 1.471 -3.517 0.00
C 3.256 -0.678 -2.367 0.00
C -1.404 0.648 -2.259 0.00
H 0.254 1.809 -4.416 0.00
H -1.046 2.699 -3.629 0.00
H 0.620 3.156 -3.332 0.00
H -0.035 1.370 -0.164 0.00
H -0.450 2.898 -0.926 0.00
H 1.916 3.320 -1.479 0.00
H 1.810 2.877 0.216 0.00
H 3.669 1.666 -0.951 0.00
H 2.485 0.607 -0.208 0.00
H 2.670 1.009 -4.473 0.00
H 4.012 1.555 -3.460 0.00
H 2.528 2.482 -3.507 0.00
H 3.032 -1.308 -1.512 0.00
H 4.314 -0.412 -2.338 0.00
H 3.064 -1.249 -3.277 0.00
H -1.591 0.068 -3.165 0.00
H -2.161 1.429 -2.180 0.00
H -1.496 -0.012 -1.401 0.00